# 1
Below is a structure of composition C5H6O at a distorted geometry, with properties calculated with the ωB97M-V functional and the def2-TZVPD basis.

Geometry as XYZ:
```
12
Properties=species:S:1:pos:R:3:forces:R:3
C 1.511092 0.009453 -0.640658 -0.217 0.413 -0.284
C 0.430314 0.819953 -0.543575 0.248 0.187 -0.897
C -1.008068 0.441271 -0.273521 0.449 0.362 0.251
O -1.251507 -0.934730 -0.598476 0.665 -0.295 0.094
C -0.728661 -1.208498 0.670017 -0.781 -0.475 0.566
C -0.696074 0.045647 1.132702 -1.144 -0.243 0.828
H 1.684844 -0.953605 -0.139688 -0.825 0.137 -0.791
H 2.264044 0.306982 -1.367577 0.536 0.453 0.891
H 0.546319 1.902472 -0.536237 0.225 0.042 -1.208
H -1.798805 1.119248 -0.648000 0.615 -0.257 0.394
H -0.468963 -2.217521 0.961828 -0.081 0.123 0.019
H -0.484539 0.669331 1.983184 0.311 -0.446 0.137
```
Forces are in eV/Å.

## Properties
E_LUMO = 1.09 eV
Energy relative to the best compared isomer or geometry (same formula, charge and spin) = 92.6 kcal per mole
HOMO level = -8.12 eV
E = -7325.269 eV
HOMO-LUMO gap = 9.207 eV
Charge = 0
Multiplicity = 1

# 2
Below is the molecule C5H6O at a distorted geometry, with properties calculated with the ωB97M-V functional and the def2-TZVPD basis.

Geometry as XYZ:
```
12
Properties=species:S:1:pos:R:3:forces:R:3
C -0.265008 1.504642 -0.246023 -0.022 -0.050 0.019
C -0.228529 0.021456 -0.081230 -1.165 0.519 -0.721
C -1.478658 -0.726848 0.123222 0.168 0.233 -0.188
O -2.582803 -0.219353 0.063801 0.218 -0.039 0.050
C 0.971279 -0.704781 -0.029070 0.194 -0.849 0.908
C 2.129601 -1.149356 -0.409812 -0.067 0.666 0.209
H 0.402469 1.983604 0.481372 -0.122 -0.020 -0.188
H 0.092439 1.763474 -1.252589 -0.058 0.057 0.173
H -1.288426 1.865941 -0.100316 0.253 -0.050 -0.094
H 0.622967 -1.091299 0.986446 0.811 -0.451 0.015
H -1.370573 -1.823163 0.272416 0.091 0.175 0.055
H 2.995244 -1.424314 0.191782 -0.301 -0.190 -0.239
```
Forces are in eV/Å.

## Properties
E_LUMO (spin up / spin down) = -0.77 / -1.08 eV
Energy relative to the best compared isomer or geometry (same formula, charge and spin) = 110.9 kcal per mole
HOMO level (spin up / spin down) = -8.37 / -9.02 eV
E = -7324.477 eV
HOMO-LUMO gap (spin up / spin down) = 7.606 / 7.936 eV
Charge = 0
Multiplicity = 1

# 3
Below is the molecule C5H6O at a distorted geometry, with properties calculated with the ωB97M-V functional and the def2-TZVPD basis.

Geometry as XYZ:
```
12
Properties=species:S:1:pos:R:3:forces:R:3
C 0.214470 -0.260591 -1.909616 0.276 -1.286 -2.261
C 0.405453 -0.113255 -0.484429 1.022 0.238 1.927
C 1.139014 0.378682 0.478354 -1.036 0.145 -2.258
C -0.077909 -0.400168 0.915699 -0.651 1.195 1.104
C -1.188050 0.313155 1.714533 0.476 1.590 0.705
O -1.807810 -0.081213 2.677150 0.476 -1.115 -0.895
H 0.328730 -1.321272 -2.342613 0.244 1.265 1.085
H 0.921289 0.393522 -2.504635 -0.990 -0.592 0.741
H -0.827898 -0.091161 -2.155420 -0.162 0.602 -0.214
H 1.995820 1.016663 0.540698 0.166 0.062 0.838
H 0.163062 -1.257132 1.466466 0.041 -1.940 0.226
H -1.266171 1.422770 1.603814 0.138 -0.164 -0.997
```
Forces are in eV/Å.

## Properties
E_LUMO = 0.89 eV
Energy relative to the best compared isomer or geometry (same formula, charge and spin) = 68.4 kcal per mole
HOMO level = -9.15 eV
E = -7326.318 eV
HOMO-LUMO gap = 10.038 eV
SMILES = CC1=C[C@H]1C=O
Charge = 0
Multiplicity = 1

# 4
Below is the molecule C5H6O, with properties calculated with the ωB97M-V functional and the def2-TZVPD basis.

Geometry as XYZ:
```
12
Properties=species:S:1:pos:R:3:forces:R:3
C 2.356009 -0.247693 1.190090 -0.328 -0.048 -0.361
C 1.551995 -0.381672 0.304751 0.345 0.048 0.411
C 0.518029 -0.609186 -0.706752 0.036 -0.082 -0.039
C -0.866675 -0.432529 -0.061413 -0.157 -0.180 0.193
C -1.507085 0.932962 -0.146848 -0.081 0.010 0.013
O -1.385597 -1.353980 0.522532 0.163 0.314 -0.308
H 3.067366 -0.155902 1.979957 -0.086 0.036 -0.139
H 0.650170 0.062134 -1.562972 -0.009 -0.059 0.188
H 0.591019 -1.642886 -1.059723 -0.044 0.127 0.036
H -2.560969 0.851978 0.126000 0.158 0.034 -0.019
H -1.405256 1.369086 -1.145601 0.007 -0.093 0.131
H -1.009011 1.607688 0.559974 -0.003 -0.107 -0.106
```
Forces are in eV/Å.

## Properties
E_LUMO = 0.90 eV
Energy relative to the best compared isomer or geometry (same formula, charge and spin) = 37.3 kcal per mole
HOMO level = -9.67 eV
E = -7327.667 eV
HOMO-LUMO gap = 10.565 eV
SMILES = C#CCC(C)=O
Charge = 0
Multiplicity = 1

# 5
Below is the molecule C5H6O, with properties calculated with the ωB97M-V functional and the def2-TZVPD basis.

Geometry as XYZ:
```
12
Properties=species:S:1:pos:R:3:forces:R:3
C 1.703900 -0.292470 -1.913865 -0.061 -0.027 0.059
C 0.978557 0.008682 -0.821624 -0.014 0.016 0.002
C -0.439879 0.157398 -0.659429 0.224 -0.252 0.180
C -0.983676 -0.388636 0.562590 0.226 -0.082 -0.268
C -1.374881 0.621380 1.593084 0.046 0.259 0.229
O -2.348302 -0.082285 0.887270 -0.095 -0.075 -0.044
H 2.786842 -0.247149 -1.845878 -0.136 -0.237 0.013
H 1.575782 0.201862 0.074328 -0.080 0.135 0.083
H 1.291835 -0.648213 -2.853841 -0.159 0.271 0.146
H -0.669178 -1.357386 0.961650 0.065 0.135 -0.118
H -1.290963 1.685745 1.377165 -0.037 -0.173 -0.067
H -1.230035 0.341071 2.638548 0.020 0.032 -0.216
```
Forces are in eV/Å.

## Properties
E_LUMO (spin up / spin down) = -0.79 / -0.84 eV
Energy relative to the best compared isomer or geometry (same formula, charge and spin) = 116.9 kcal per mole
HOMO level (spin up / spin down) = -8.34 / -8.41 eV
E = -7324.217 eV
HOMO-LUMO gap (spin up / spin down) = 7.545 / 7.562 eV
Charge = 0
Multiplicity = 1

# 6
Below is the molecule C5H6O, with properties calculated with the ωB97M-V functional and the def2-TZVPD basis.

Geometry as XYZ:
```
12
Properties=species:S:1:pos:R:3:forces:R:3
C 2.200112 -0.322435 0.332564 0.308 -0.175 0.011
C 1.238468 0.736964 0.025812 -0.908 -0.384 -0.005
C 0.053139 0.947185 0.001822 0.506 0.009 0.034
C -1.354702 0.648402 0.184917 -0.274 0.191 0.093
C -1.857740 -0.379515 -0.819803 -0.354 -0.130 0.094
O -2.644883 -1.238405 -0.513006 0.340 0.297 -0.196
H 2.497620 -0.256855 1.381630 0.208 -0.034 -0.179
H 3.064512 -0.397646 -0.319154 0.147 0.164 0.061
H 1.585427 -1.218938 0.202206 0.501 -0.184 0.133
H -1.978506 1.539278 0.137456 -0.268 0.041 -0.050
H -1.465808 0.200794 1.181008 -0.181 0.195 -0.142
H -1.465095 -0.295116 -1.854715 -0.026 0.010 0.146
```
Forces are in eV/Å.

## Properties
E_LUMO = 0.79 eV
Energy relative to the best compared isomer or geometry (same formula, charge and spin) = 58.3 kcal per mole
HOMO level = -9.58 eV
E = -7326.759 eV
HOMO-LUMO gap = 10.368 eV
SMILES = CC#CCC=O
Charge = 0
Multiplicity = 1

# 7
Below is the molecule C5H6O at a distorted geometry, with properties calculated with the ωB97M-V functional and the def2-TZVPD basis.

Geometry as XYZ:
```
12
Properties=species:S:1:pos:R:3:forces:R:3
O -1.803092 -1.338569 -0.670346 0.308 0.202 0.146
C -0.935244 -0.645060 -0.211653 -0.204 -0.174 0.111
C 0.499348 -1.100766 0.130558 -0.124 -0.322 0.454
C 1.217195 0.193726 0.230633 0.222 -0.663 0.572
C 0.432901 1.285035 0.100460 0.255 -0.992 -0.939
C -1.015672 0.857574 0.096236 -0.036 0.016 -0.151
H 0.905048 -1.745946 -0.662430 -0.035 0.121 0.294
H 0.516580 -1.648315 1.067646 -0.240 -0.454 0.123
H 2.300265 0.305389 0.212449 -0.133 -0.309 -0.385
H 1.023531 1.482524 -0.810713 -0.337 2.676 -0.001
H -1.461286 0.957571 1.099148 0.217 0.043 -0.186
H -1.679569 1.396836 -0.581992 0.107 -0.145 -0.038
```
Forces are in eV/Å.

## Properties
E_LUMO = 0.87 eV
Energy relative to the best compared isomer or geometry (same formula, charge and spin) = 52.3 kcal per mole
HOMO level = -8.96 eV
E = -7327.018 eV
HOMO-LUMO gap = 9.828 eV
SMILES = O=C1CC=CC1
Charge = 0
Multiplicity = 1

# 8
Below is a structure of composition C5H6O, with properties calculated with the ωB97M-V functional and the def2-TZVPD basis.

Geometry as XYZ:
```
12
Properties=species:S:1:pos:R:3:forces:R:3
C -1.158678 -0.825975 -1.853236 0.329 0.325 0.051
C -0.307099 -0.073065 -1.453039 -0.441 -0.426 -0.097
C 0.659296 0.567262 -0.541362 -0.025 0.183 -0.250
C -0.055119 0.891129 0.789291 -0.088 0.114 0.096
C 0.361177 -0.549756 1.111155 -0.138 -0.149 0.333
O 1.403550 -0.476530 0.117372 0.130 -0.097 -0.053
H -1.902981 -1.528004 -2.153315 0.068 0.179 -0.199
H 1.304787 1.316341 -1.008624 -0.148 -0.151 0.058
H 0.495534 1.632809 1.372896 -0.051 -0.136 -0.092
H -1.118313 1.134779 0.741182 0.181 -0.058 0.024
H -0.414614 -1.252643 0.781239 0.153 0.006 0.207
H 0.732459 -0.836348 2.096440 0.030 0.210 -0.077
```
Forces are in eV/Å.

## Properties
E_LUMO = 1.10 eV
Energy relative to the best compared isomer or geometry (same formula, charge and spin) = 70.0 kcal per mole
HOMO level = -9.98 eV
E = -7326.250 eV
HOMO-LUMO gap = 11.071 eV
Charge = 0
Multiplicity = 1